{
  "formula": "C42H35N7O14",
  "method": "ωB97M-V with the def2-TZVPD basis set",
  "mol_weight_g_mol": 861.8,
  "orbital_gap_ev": 8.51,
  "e_homo_ha": -0.3550,
  "total_charge": 0,
  "e_lumo_ev": -1.15,
  "smiles": "O=[N+]([O-])c1ccccc1.O=[N+]([O-])c1ccccc1.O=[N+]([O-])c1ccccc1.O=[N+]([O-])c1ccccc1.O=[N+]([O-])c1ccccc1.O=[N+]([O-])c1ccccc1.O=[N+]([O-])c1ccccc1",
  "symbols": ["O", "N", "O", "C", "C", "C", "C", "C", "C", "H", "H", "H", "H", "H", "O", "N", "O", "C", "C", "C", "C", "C", "C", "H", "H", "H", "H", "H", "O", "N", "O", "C", "C", "C", "C", "C", "C", "H", "H", "H", "H", "H", "O", "N", "O", "C", "C", "C", "C", "C", "C", "H", "H", "H", "H", "H", "O", "N", "O", "C", "C", "C", "C", "C", "C", "H", "H", "H", "H", "H", "O", "N", "O", "C", "C", "C", "C", "C", "C", "H", "H", "H", "H", "H", "O", "N", "O", "C", "C", "C", "C", "C", "C", "H", "H", "H", "H", "H"],
  "coordinates": [[0.387666, 2.046603, 1.422693], [1.256716, 1.342053, 2.000323], [1.958206, 1.609003, 2.973273], [1.482766, 0.005673, 1.382673], [2.264156, -0.914067, 2.081003], [2.403726, -2.209107, 1.574863], [2.170896, -2.340777, 0.200963], [1.460386, -1.412007, -0.534887], [1.098296, -0.269487, 0.091993], [2.530736, -0.716697, 3.108813], [3.094796, -2.764027, 2.192013], [2.566246, -3.226777, -0.273477], [1.203016, -1.522447, -1.577937], [0.569236, 0.443193, -0.523297], [6.353396, -1.086377, -1.089557], [5.278036, -0.624337, -1.645817], [4.991286, 0.618773, -1.463787], [4.481726, -1.402937, -2.591107], [3.257876, -0.967697, -3.072317], [2.490486, -1.803737, -3.924017], [3.017356, -3.027077, -4.246037], [4.301556, -3.403987, -3.867357], [5.051706, -2.671547, -2.981157], [2.968346, 0.041163, -2.817817], [1.543166, -1.382467, -4.226547], [2.404156, -3.717877, -4.805647], [4.837536, -4.273257, -4.218777], [6.065666, -2.995877, -2.799237], [0.387126, 6.565893, 2.250003], [0.657406, 7.022213, 3.289433], [0.265486, 8.125583, 3.767963], [1.538616, 6.223203, 4.155763], [1.517756, 6.451523, 5.572653], [2.460086, 5.761933, 6.376203], [3.087246, 4.653713, 5.879613], [3.161136, 4.400013, 4.495023], [2.290746, 5.153133, 3.678073], [0.795956, 7.131513, 6.000463], [2.490496, 6.027973, 7.422473], [3.774766, 4.054383, 6.457983], [3.696086, 3.532323, 4.138173], [2.183976, 4.733043, 2.688873], [4.176596, -6.090347, -1.407317], [3.267046, -5.828037, -0.634047], [3.419666, -5.831047, 0.597243], [1.907066, -5.614637, -1.240157], [1.723316, -5.657907, -2.665277], [0.451526, -5.291487, -3.180357], [-0.586624, -5.193467, -2.302097], [-0.439774, -4.962217, -0.983087], [0.783346, -5.205617, -0.458447], [2.538596, -5.815397, -3.355877], [0.375026, -5.544857, -4.227427], [-1.496244, -4.922347, -2.817367], [-1.237434, -4.650297, -0.325167], [0.876186, -5.058337, 0.607433], [-6.700874, 2.218983, 2.050433], [-5.583924, 2.139053, 2.573823], [-5.220954, 1.335693, 3.427403], [-4.648514, 3.238643, 2.225873], [-5.143584, 4.485823, 1.873353], [-4.286794, 5.644263, 1.839633], [-2.924514, 5.554243, 2.105293], [-2.350614, 4.248013, 2.458713], [-3.240864, 3.139163, 2.548723], [-6.201424, 4.577093, 1.675773], [-4.600084, 6.628373, 1.523773], [-2.188594, 6.331863, 1.963373], [-1.322814, 4.067593, 2.737053], [-2.692934, 2.273413, 2.890253], [0.562026, -3.183977, 3.544623], [-0.623504, -3.084397, 3.960613], [-1.144694, -3.817827, 4.795173], [-1.618004, -2.475107, 3.112563], [-1.638164, -2.700407, 1.717053], [-2.718324, -2.236847, 0.882523], [-3.718054, -1.620397, 1.510703], [-3.749974, -1.425877, 2.921843], [-2.687584, -1.908037, 3.735093], [-0.878954, -3.167857, 1.107553], [-2.478094, -2.079057, -0.158527], [-4.428204, -0.976347, 1.013433], [-4.582534, -0.820487, 3.248563], [-2.646414, -1.548487, 4.752653], [-0.630894, -0.528637, -3.733907], [-1.477654, -0.931447, -4.437257], [-1.691744, -2.119597, -4.608807], [-2.209474, -0.086057, -5.342317], [-2.248694, 1.273993, -5.012347], [-2.782344, 2.216033, -5.868567], [-3.407384, 1.841173, -7.056277], [-3.510864, 0.388553, -7.254017], [-2.797904, -0.519517, -6.530837], [-1.811374, 1.770663, -4.158837], [-2.561154, 3.269903, -5.785877], [-3.840894, 2.552743, -7.743397], [-4.202314, 0.078043, -8.023357], [-2.924704, -1.587257, -6.632077]],
  "atomic_forces_ev_per_a": [[1.974, -0.819, 1.974], [-0.668, -0.171, -1.337], [-1.416, 0.557, -1.112], [1.118, -0.012, 0.712], [-1.985, -0.304, 0.618], [1.695, 2.520, -0.808], [0.341, -1.699, 0.500], [0.340, -0.858, 0.203], [-1.094, 1.887, -0.486], [0.243, 0.181, -0.074], [-0.383, -1.078, -0.427], [-0.151, -0.077, -0.169], [0.109, -0.320, 0.078], [-0.177, 0.379, 0.386], [-4.131, 0.575, -2.228], [3.322, 3.816, 2.246], [0.046, -4.058, -0.777], [1.215, -2.114, 0.176], [0.595, -0.097, -0.267], [1.127, 1.365, 1.379], [-0.544, -0.518, -0.598], [0.688, -0.238, 0.517], [-1.095, 2.016, -0.425], [-0.277, -0.042, 0.115], [-0.143, -0.555, -0.240], [0.096, -0.008, -0.345], [-0.673, -0.433, -0.300], [-0.086, 0.331, 0.605], [-1.075, -0.761, -3.197], [0.451, 2.336, 4.259], [0.597, -2.163, -1.259], [0.228, -0.638, 2.788], [1.257, -0.209, -1.452], [-2.502, 0.580, -0.180], [2.532, -0.213, -1.533], [-2.327, 0.948, 1.122], [0.758, -0.963, -0.488], [0.303, 0.336, -0.071], [0.045, -0.207, 0.122], [-0.195, 0.031, 0.588], [-0.065, 0.137, -0.247], [-0.081, 0.730, -0.457], [-0.666, 0.434, 0.090], [0.304, -0.994, 0.834], [-0.943, 0.480, -1.741], [-1.374, 0.834, -1.257], [-0.074, 1.147, 1.808], [2.793, -3.031, 0.629], [-1.936, 2.197, -2.890], [-0.112, -0.449, 0.941], [2.720, -0.617, 1.162], [0.164, -0.284, 0.279], [-0.643, 0.714, -0.224], [-0.688, -0.375, 0.343], [-0.187, -0.147, -0.193], [0.512, -0.121, 0.149], [1.312, -0.779, 0.778], [-0.553, 0.980, -0.186], [-0.536, 0.468, -1.076], [2.499, 0.837, 1.066], [0.600, 0.832, 0.135], [0.569, -1.130, -0.233], [1.040, -3.162, 0.274], [-3.501, 0.575, -0.404], [0.499, 1.296, -0.240], [-0.018, 0.110, -0.035], [-0.707, -0.146, 0.032], [-0.425, 0.536, 0.147], [0.112, 0.310, -0.247], [-0.826, -0.654, -0.051], [-2.287, 0.836, 1.492], [1.550, -3.199, -1.830], [1.224, 0.992, 0.536], [-0.259, -0.366, -2.365], [-0.647, 0.425, -0.663], [3.434, -0.476, 1.285], [-1.862, 2.205, 2.219], [1.171, -1.093, -0.697], [-2.444, 2.495, -0.773], [0.731, -0.047, 0.844], [-0.441, -0.627, -0.289], [-0.352, -0.453, -0.541], [0.233, -0.139, 0.651], [-0.004, -0.576, 0.266], [1.905, 1.954, 2.323], [-1.301, -2.690, -2.822], [-0.376, -0.871, 0.325], [-0.097, 3.293, 0.239], [0.489, 0.231, 0.020], [-0.226, 0.305, -2.323], [0.205, -3.222, 1.242], [-0.496, 3.016, -1.156], [-0.708, -0.723, 1.782], [0.378, -0.938, 0.455], [-0.222, 0.106, 0.787], [-0.045, -0.114, -0.018], [0.315, -0.321, -0.301], [0.189, -0.033, -0.490]]
}

***

{
  "formula": "C42H35N8O4PbS",
  "method": "ωB97M-V with the def2-TZVPD basis set",
  "mol_weight_g_mol": 955.1,
  "orbital_gap_ev": 7.39,
  "e_homo_ha": -0.3996,
  "total_charge": 1,
  "e_lumo_ev": -3.49,
  "symbols": ["Pb", "C", "C", "C", "C", "C", "C", "N", "N", "C", "C", "C", "C", "C", "C", "H", "H", "H", "H", "H", "H", "H", "H", "H", "N", "C", "C", "N", "C", "C", "N", "C", "C", "N", "H", "H", "H", "H", "H", "H", "C", "C", "C", "C", "C", "C", "C", "C", "S", "C", "N", "C", "C", "C", "C", "C", "C", "C", "C", "H", "H", "H", "H", "H", "H", "H", "H", "H", "H", "H", "H", "H", "H", "H", "H", "O", "C", "O", "C", "C", "C", "C", "C", "C", "N", "O", "O", "H", "H", "H", "H"],
  "coordinates": [[-0.096542, -0.472839, -1.046198], [5.647321, 0.257386, -0.568385], [5.170621, 1.519688, -0.209145], [3.838642, 1.759117, 0.124709], [3.008859, 0.635320, 0.110525], [3.419621, -0.658359, -0.174616], [4.796792, -0.888718, -0.424572], [1.576391, 0.682485, 0.302269], [1.194803, 1.779024, 0.803808], [-0.170586, 1.949800, 0.821891], [-0.651055, 2.972621, 1.648885], [-2.042917, 3.297699, 1.588901], [-2.929118, 2.550570, 0.890226], [-2.437383, 1.634864, -0.022456], [-1.068855, 1.264796, -0.051671], [6.685275, 0.107350, -0.780452], [5.822722, 2.388955, -0.296312], [3.466747, 2.741340, 0.342977], [2.757079, -1.572354, -0.187353], [5.195675, -1.907339, -0.446297], [0.039810, 3.522308, 2.297497], [-2.373488, 4.192457, 2.103351], [-4.012257, 2.913451, 0.927301], [-3.029491, 1.112376, -0.758055], [-3.221678, -0.314769, -4.344227], [-2.167977, 0.120426, -5.136775], [-1.059686, 0.057506, -4.356697], [-1.436701, -0.310933, -3.074242], [-2.720428, -0.484979, -3.091188], [-3.410275, -0.934452, -1.922775], [-2.735993, -1.421686, -0.919851], [-3.639232, -1.733947, 0.060800], [-4.954738, -1.324319, -0.310887], [-4.755838, -0.914176, -1.610704], [-4.186491, -0.372220, -4.590863], [-2.363365, 0.317477, -6.173219], [0.005546, 0.291913, -4.653860], [-3.268548, -2.183109, 0.994071], [-5.899743, -1.379738, 0.119024], [-5.418588, -0.494168, -2.218138], [-2.740203, 0.315904, 6.740288], [-2.801149, 0.444861, 5.185110], [-1.998313, 1.697151, 4.802898], [-4.289914, 0.617546, 4.738809], [-2.271443, -0.836552, 4.469856], [-2.240292, -2.118086, 5.126485], [-1.722188, -3.264852, 4.593018], [-1.108989, -3.074070, 3.267038], [-0.317985, -4.318796, 2.315270], [-0.258656, -3.132713, 1.005099], [-0.646299, -1.901802, 1.315220], [-1.154932, -1.846271, 2.601446], [-1.768891, -0.778105, 3.198782], [0.242229, -3.495897, -0.333377], [0.624585, -4.841578, -0.633051], [1.144044, -5.162734, -1.906587], [1.291709, -4.196995, -2.885403], [0.841282, -2.913759, -2.648511], [0.331019, -2.568449, -1.397078], [-3.038062, 1.249165, 7.155118], [-1.734188, 0.041027, 7.017970], [-3.487299, -0.330017, 7.140356], [-2.142857, 2.625085, 5.329503], [-2.200439, 1.924346, 3.738215], [-0.956371, 1.460229, 4.896644], [-4.923725, 1.242707, 5.406660], [-4.817959, -0.315409, 4.961243], [-4.405222, 0.935666, 3.668743], [-2.614907, -2.326672, 6.141485], [-1.867569, -4.218935, 5.164568], [-1.855613, 0.107767, 2.575171], [0.291528, -5.607798, 0.099641], [1.448393, -6.161325, -2.148258], [1.715998, -4.374507, -3.857976], [0.848636, -2.156412, -3.445436], [0.891307, 2.120446, -2.110228], [1.631134, 1.290472, -2.674451], [1.498160, -0.010490, -2.708614], [2.923237, 1.802487, -3.245138], [3.076094, 3.124918, -3.532931], [4.283125, 3.619181, -4.025197], [5.320202, 2.719620, -4.217017], [5.212916, 1.416554, -3.822511], [4.003287, 0.923068, -3.341936], [6.541928, 3.341095, -4.846451], [7.554363, 2.667309, -4.853634], [6.450237, 4.453130, -5.292196], [2.248941, 3.828993, -3.256476], [4.373059, 4.611395, -4.312168], [6.065333, 0.796492, -3.843368], [3.935786, -0.125212, -3.083941]],
  "atomic_forces_ev_per_a": [[-0.863, 0.490, -0.208], [-1.416, -1.394, 1.415], [-0.077, 0.597, -0.652], [0.496, -1.414, -0.263], [-1.507, -0.796, -0.137], [1.901, -1.506, -0.167], [-0.184, 1.580, 0.043], [0.881, 2.657, 0.743], [1.145, -2.173, -0.425], [-2.293, 0.381, -0.190], [-1.209, 0.176, -0.700], [2.510, 0.617, 1.529], [-1.977, 1.191, -1.146], [1.706, -2.083, -0.619], [-0.268, 0.768, 1.082], [0.404, 0.049, -0.215], [0.020, -0.294, 0.118], [-0.129, 0.158, 0.050], [0.452, 1.435, 0.216], [-0.164, 0.442, -0.411], [-0.275, -0.160, -0.407], [-0.065, -0.254, 0.320], [1.541, -0.951, -0.346], [-0.598, 0.184, 0.281], [0.805, 0.688, 0.841], [-0.650, -0.791, -0.020], [1.288, 0.621, -0.421], [1.225, 0.548, -0.612], [-0.964, -0.395, -1.166], [-1.740, -0.601, 1.248], [-0.181, -0.596, 0.737], [-1.235, 0.689, 0.577], [4.385, -1.068, -1.195], [1.008, 0.667, -0.500], [-0.312, -0.010, -0.288], [0.329, 0.152, -0.124], [-1.629, -0.401, 0.656], [-0.549, 0.380, -0.551], [-1.234, -0.131, 0.690], [-0.776, 0.230, -0.177], [-0.060, -0.034, -1.644], [-1.241, 0.156, 0.530], [-0.038, -0.711, -1.664], [-0.573, -0.148, 0.585], [0.218, -0.165, 1.278], [-0.379, 0.243, 0.988], [0.807, 0.322, -2.249], [-0.627, -1.644, 2.288], [-0.697, 1.479, -0.481], [0.052, 1.047, 0.461], [0.495, -1.554, -0.806], [0.390, -2.212, -0.063], [-0.405, 1.637, -0.304], [0.556, -0.740, -1.212], [-1.017, 0.638, -0.249], [-0.151, 0.183, 1.050], [-0.280, 0.431, 0.107], [-0.533, 0.949, 0.222], [0.515, -0.199, 0.714], [0.244, 1.063, 0.323], [0.179, -0.088, 0.468], [-0.290, -1.137, 0.168], [-0.663, 0.026, 0.658], [0.289, -0.070, 0.522], [0.786, -0.031, -0.053], [0.940, 0.543, -0.475], [0.192, -0.381, -0.766], [0.085, -0.408, 0.973], [-0.154, 0.976, -0.481], [0.640, 0.916, -1.009], [0.072, 0.212, 0.292], [0.850, 0.343, -0.642], [-0.004, -0.454, 0.171], [0.082, -0.501, -0.108], [0.238, -0.415, 0.472], [0.095, -1.669, -0.681], [0.508, 0.717, 0.613], [-1.024, 1.166, 0.904], [-0.004, -1.748, 0.254], [-0.380, 2.178, 0.401], [-0.909, -2.044, 0.231], [-0.389, 2.001, -0.241], [-0.189, -0.446, 0.226], [0.347, 0.596, -0.724], [0.237, -1.398, 0.621], [-0.128, -0.094, 0.024], [-0.185, 0.449, -0.170], [0.787, -0.788, -0.595], [0.272, 1.644, -0.359], [0.846, -0.678, -0.266], [-0.200, 0.158, 0.092]]
}

***

Maximum force in eV/A, matching the order above: 5.5, 4.7
ΔE to the lowest compared entry with this formula, charge and spin in kcal/mol, matching the order above: 128.4, 23.4
Total energy in eV, matching the order above: -83192.9302, -80306.0455